[1]
ORCA calculation (wB97M-V/def2-TZVPD) on a 8-piece molecular cluster, C62H130N6O10S2 overall.

Last column: Mulliken charge in e.
Element x y z (Å)
1 C 4.8983 0.6205 2.0744  -1.848
2 C 5.3022 -0.8315 1.5962  1.771
3 C 5.0415 -0.9320 0.0872  -1.100
4 C 6.7760 -1.0194 1.9647  -1.343
5 C 7.2753 -2.4767 1.9247  -0.719
6 C 6.4333 -3.3171 2.9107  -1.202
7 C 4.9241 -3.2234 2.5259  1.565
8 C 4.5064 -4.1755 1.3125  -1.653
9 C 4.1152 -3.7697 3.7882  -2.090
10 N 4.4787 -1.7965 2.3185  0.080
11 O 3.0540 -1.7026 2.0407  0.659
12 H 3.8540 0.7737 1.8023  -0.021
13 H 5.0069 0.7288 3.1535  0.503
14 H 5.4957 1.4702 1.7440  0.378
15 H 4.0077 -0.7203 -0.1858  -0.335
16 H 5.5782 -0.2482 -0.5704  0.411
17 H 5.1739 -1.9910 -0.1342  0.462
18 H 7.4957 -0.4916 1.3390  0.396
19 H 6.9565 -0.6002 2.9546  0.402
20 H 7.1554 -2.9242 0.9381  0.277
21 H 8.3354 -2.5828 2.1549  0.461
22 H 6.5972 -3.0117 3.9442  0.378
23 H 6.7364 -4.3507 2.7439  0.435
24 H 3.6618 -3.8253 0.7191  0.045
25 H 4.4326 -5.1899 1.7046  0.562
26 H 5.3510 -4.4246 0.6701  0.399
27 H 4.3359 -3.1903 4.6848  0.405
28 H 4.4439 -4.7519 4.1277  0.462
29 H 3.0397 -3.8386 3.6247  0.480
30 H 2.6832 -1.5407 2.9112  0.069
31 C -1.6513 2.4241 -0.7934  -2.383
32 C -1.0636 1.0269 -0.8102  2.525
33 C -0.5018 0.5910 -2.2091  -1.427
34 C 0.0102 0.9819 0.3704  -0.794
35 C 0.3083 -0.4230 0.9326  0.994
36 C -0.9341 -1.1668 1.2665  -0.897
37 C -2.0066 -1.1955 0.1943  1.559
38 C -1.7570 -2.2618 -0.9833  -1.573
39 C -3.2443 -1.7131 0.9933  -2.293
40 N -2.2792 0.1895 -0.3911  0.285
41 O -3.2877 0.3078 -1.3566  -0.373
42 H -0.7964 3.0910 -0.6814  0.400
43 H -2.0343 2.8777 -1.7076  0.379
44 H -2.3385 2.6774 0.0139  0.369
45 H 0.2875 -0.1523 -2.0974  -0.397
46 H -1.2234 -0.0464 -2.7201  0.614
47 H -0.2470 1.4135 -2.8775  0.406
48 H 0.9634 1.2874 -0.0612  -0.192
49 H -0.3100 1.6427 1.1759  0.449
50 H 0.9684 -0.9981 0.2833  0.006
51 H 0.8188 -0.2884 1.8863  -0.662
52 H -1.3559 -0.6780 2.1447  0.014
53 H -0.6017 -2.1628 1.5591  0.484
54 H -2.6570 -2.5440 -1.5296  0.389
55 H -1.6094 -3.2772 -0.6155  0.514
56 H -0.9726 -2.0209 -1.7009  0.106
57 H -4.0252 -1.7313 0.2330  0.669
58 H -3.5439 -0.9713 1.7336  0.401
59 H -3.1746 -2.7206 1.4034  0.078
60 H -3.9340 0.8230 -0.8683  0.288
61 C -6.1737 2.8413 -5.9600  -1.620
62 C -6.8553 2.6543 -4.5611  1.841
63 C -7.9853 1.6166 -4.7586  -2.042
64 C -5.8875 2.0201 -3.6083  -1.567
65 C -4.8771 2.9650 -2.9384  0.957
66 C -5.6182 4.1036 -2.2822  -1.684
67 C -6.5429 4.8128 -3.3387  2.197
68 C -7.3978 5.8287 -2.5532  -2.298
69 C -5.8066 5.6319 -4.3506  -1.901
70 N -7.5167 3.8893 -3.9417  0.166
71 O -8.4860 4.4815 -4.7834  -0.481
72 H -6.7904 3.3334 -6.7121  0.341
73 H -5.2351 3.3954 -5.9646  0.341
74 H -5.7794 1.8733 -6.2692  0.459
75 H -7.5754 0.6343 -4.9935  0.380
76 H -8.5632 1.4529 -3.8490  0.477
77 H -8.6962 2.0100 -5.4852  0.426
78 H -6.4683 1.4923 -2.8519  0.381
79 H -5.3104 1.2286 -4.0865  0.538
80 H -4.3797 2.6185 -2.0325  -0.852
81 H -4.0073 3.1973 -3.5528  0.304
82 H -4.8674 4.8074 -1.9232  0.480
83 H -6.2156 3.8925 -1.3952  0.365
84 H -8.0454 5.3062 -1.8492  0.491
85 H -8.1431 6.3467 -3.1568  0.473
86 H -6.7852 6.4935 -1.9442  0.438
87 H -4.9029 5.1357 -4.7044  0.281
88 H -5.6782 6.6619 -4.0179  0.447
89 H -6.3558 5.8373 -5.2694  0.360
90 H -9.2628 4.4279 -4.2218  0.359
91 C 4.1971 5.6154 -4.4725  -1.649
92 C 4.4244 5.1452 -2.9967  1.214
93 C 5.7103 5.7938 -2.4342  -1.819
94 C 3.3282 5.6920 -2.0948  -1.305
95 C 1.9622 4.9442 -2.0749  -1.105
96 C 2.3042 3.4956 -1.6275  -0.036
97 C 3.3752 2.7664 -2.6361  2.258
98 C 3.8547 1.5859 -1.7717  -2.446
99 C 2.6424 2.3394 -3.9420  -1.960
100 N 4.5036 3.7111 -2.9917  0.822
101 O 5.5745 3.0883 -3.6764  -0.481
102 H 5.0133 5.3356 -5.1385  0.408
103 H 3.3600 5.1017 -4.9453  0.291
104 H 3.9398 6.6742 -4.5034  0.406
105 H 5.6137 6.8740 -2.5430  0.392
106 H 5.8146 5.5879 -1.3689  0.431
107 H 6.5852 5.4873 -3.0076  0.365
108 H 3.7280 5.6983 -1.0808  0.356
109 H 3.0943 6.7185 -2.3772  0.585
110 H 1.2038 5.4902 -1.5138  0.497
111 H 1.4894 4.7109 -3.0289  0.340
112 H 1.3734 2.9346 -1.5434  -0.975
113 H 2.6259 3.5650 -0.5884  0.629
114 H 4.2941 1.9824 -0.8564  0.637
115 H 4.6406 1.0538 -2.3077  0.775
116 H 3.1187 0.7915 -1.6481  -0.063
117 H 3.3616 2.2143 -4.7514  0.521
118 H 2.0111 3.1040 -4.3947  0.349
119 H 2.0227 1.4428 -3.9530  0.155
120 H 6.0060 2.7614 -2.8836  0.373
121 C -3.6141 -5.3314 3.2048  -1.679
122 C -3.3822 -5.6196 4.7284  1.625
123 C -4.5644 -6.4394 5.2906  -2.005
124 C -2.1252 -6.5343 4.9026  -1.410
125 C -0.7637 -5.8988 4.8544  -0.626
126 C -0.6962 -4.6882 5.8312  -1.471
127 C -1.8933 -3.6790 5.6892  1.526
128 C -1.8107 -2.9255 7.0809  -1.938
129 C -1.6113 -2.6989 4.4828  -0.847
130 N -3.1710 -4.4281 5.5596  0.454
131 O -4.2764 -3.6713 5.4129  -0.514
132 H -3.8929 -6.2866 2.7599  0.448
133 H -4.5040 -4.7019 3.2044  0.469
134 H -2.7498 -4.9388 2.6690  0.185
135 H -4.6639 -7.4643 4.9332  0.369
136 H -4.4309 -6.3981 6.3716  0.492
137 H -5.4932 -5.9633 4.9761  0.397
138 H -2.2257 -7.2236 5.7409  0.424
139 H -2.1413 -7.1983 4.0383  0.438
140 H -0.0387 -6.6369 5.1974  0.392
141 H -0.4559 -5.5728 3.8609  0.287
142 H 0.2250 -4.1376 5.6407  0.346
143 H -0.6522 -5.0481 6.8591  0.590
144 H -2.3078 -1.9603 6.9841  0.409
145 H -0.8039 -2.7271 7.4485  0.344
146 H -2.4103 -3.4385 7.8328  0.453
147 H -1.3952 -3.1726 3.5252  -0.019
148 H -0.7551 -2.0584 4.6942  -0.053
149 H -2.4729 -2.0434 4.3560  0.546
150 H -4.6012 -3.5496 6.3080  0.362
151 C 4.5450 -5.7661 -5.5962  -1.873
152 C 3.3840 -5.0914 -4.7671  1.536
153 C 2.4375 -6.1211 -4.2292  -1.780
154 C 4.1819 -4.4569 -3.5757  -1.629
155 C 3.3300 -3.4014 -2.8341  -0.101
156 C 2.7614 -2.3022 -3.7354  -0.045
157 C 1.9654 -2.9951 -4.8866  1.769
158 C 0.5368 -3.4881 -4.4381  -1.811
159 C 1.7301 -1.8752 -5.9424  -1.992
160 N 2.6815 -4.0591 -5.5350  0.439
161 O 2.0725 -4.5797 -6.6467  -0.486
162 H 5.0282 -6.4461 -4.8946  0.416
163 H 4.2520 -6.2804 -6.5115  0.396
164 H 5.2969 -5.0376 -5.8995  0.433
165 H 3.0707 -6.9762 -3.9931  0.481
166 H 1.9483 -5.7984 -3.3102  0.312
167 H 1.6949 -6.4960 -4.9335  0.313
168 H 4.5465 -5.1300 -2.7997  0.523
169 H 5.0985 -3.9479 -3.8737  0.386
170 H 2.5362 -3.8889 -2.2680  0.217
171 H 3.9537 -2.9778 -2.0469  -0.219
172 H 3.6648 -1.8012 -4.0833  0.456
173 H 2.1282 -1.7364 -3.0520  -0.426
174 H 0.5047 -4.1284 -3.5566  0.220
175 H 0.1164 -3.9866 -5.3116  0.454
176 H -0.0691 -2.6106 -4.2126  0.493
177 H 1.2542 -2.2333 -6.8553  0.515
178 H 2.5782 -1.3494 -6.3809  0.417
179 H 1.0188 -1.1163 -5.6165  0.244
180 H 2.6286 -4.1826 -7.3210  0.372
181 O 0.2174 -0.2980 6.6452  -0.708
182 S 1.1038 0.1025 5.5245  0.703
183 O 1.6341 -0.9097 4.6048  -0.431
184 C 0.1814 1.2545 4.5637  -0.026
185 C 0.5644 2.6303 5.1222  -0.647
186 C 2.1244 2.6033 5.3852  -0.794
187 C 2.3662 1.2760 6.1817  -0.823
188 H -0.8775 0.9966 4.5519  0.653
189 H 0.6365 1.1879 3.5755  -0.434
190 H 0.2732 3.4071 4.4151  0.319
191 H -0.0337 2.8605 6.0039  0.371
192 H 2.4749 3.4814 5.9277  0.474
193 H 2.6834 2.6759 4.4523  0.219
194 H 2.1771 1.4703 7.2375  0.340
195 H 3.2994 0.7129 6.1937  0.468
196 O -4.5267 6.7712 5.1857  -0.676
197 S -3.6254 6.2282 4.1728  1.164
198 O -2.4359 6.9438 3.6405  -0.671
199 C -3.0976 4.6123 4.6283  -0.819
200 C -3.1041 3.9146 3.2430  -0.583
201 C -4.2661 4.3679 2.3731  -0.361
202 C -4.5866 5.8386 2.6340  -0.656
203 H -3.9597 4.3178 5.2268  0.382
204 H -2.1778 4.6900 5.2080  0.367
205 H -2.1482 4.2187 2.8165  0.272
206 H -2.9242 2.8429 3.3273  0.507
207 H -5.1540 3.7786 2.6023  0.361
208 H -4.1443 4.0000 1.3544  0.004
209 H -5.6481 5.9170 2.8686  0.354
210 H -4.1420 6.4570 1.8542  0.400

The calculation puts the total energy at -4317.16361 Eh. The value obtained for the highest occupied orbital energy is -7.96 eV. The molar mass is 1183.9 g mol⁻¹.



[2]
ORCA calculation (wB97M-V/def2-TZVPD) on a 5-piece molecular cluster, C26H24Br2N4O8 overall.

Last column: Mulliken charge in e.
Element x y z (Å)
1 O -9.9542 7.3973 -34.4996  -0.516
2 N -9.2597 6.5638 -35.0483  1.024
3 O -9.6844 5.7237 -35.8150  -0.598
4 C -7.8212 6.6196 -34.8238  0.074
5 C -7.0111 5.7077 -35.4488  -0.330
6 C -5.6442 5.7354 -35.1948  -0.449
7 C -5.1333 6.6620 -34.2811  -0.443
8 C -5.9600 7.6504 -33.7581  -0.559
9 C -7.3181 7.6076 -33.9925  -0.172
10 H -7.3950 4.9985 -36.1689  0.418
11 H -5.0015 4.9701 -35.6057  0.366
12 H -4.0661 6.6334 -34.0985  0.369
13 H -5.5093 8.3964 -33.1166  0.370
14 H -7.9885 8.3353 -33.5603  0.460
15 O -18.1094 7.3742 -41.8606  -0.558
16 N -18.6843 6.4654 -41.2919  0.895
17 O -19.7367 5.9726 -41.6395  -0.557
18 C -18.0506 5.9163 -40.0928  0.349
19 C -18.2574 4.5788 -39.7875  -0.486
20 C -17.6354 4.0442 -38.6751  -0.556
21 C -16.8111 4.8481 -37.9037  -0.270
22 C -16.5521 6.1638 -38.2716  -0.314
23 C -17.2186 6.7156 -39.3490  -0.462
24 H -18.9094 4.0254 -40.4507  0.408
25 H -17.8599 3.0101 -38.4479  0.399
26 H -16.3021 4.4029 -37.0571  0.242
27 H -15.9010 6.7630 -37.6500  0.475
28 H -17.0568 7.7455 -39.6385  0.413
29 O -17.1550 -1.9947 -35.3257  -0.598
30 N -16.5215 -1.4472 -34.4441  0.984
31 O -15.7378 -2.0010 -33.7046  -0.593
32 C -16.6885 0.0029 -34.2842  0.079
33 C -17.3812 0.7103 -35.2317  -0.351
34 C -17.5420 2.0739 -35.0857  -0.326
35 C -17.0862 2.6868 -33.9287  -0.974
36 C -16.4341 1.9547 -32.9498  -0.443
37 C -16.2005 0.6010 -33.1313  -0.415
38 H -17.8323 0.1658 -36.0510  0.467
39 H -18.0722 2.6413 -35.8369  0.540
40 H -17.2928 3.7379 -33.7697  0.701
41 H -16.1293 2.4089 -32.0154  0.429
42 H -15.6478 0.0287 -32.4020  0.456
43 O -10.8869 12.2024 -33.4877  -0.599
44 N -12.0772 12.3005 -33.2624  0.990
45 O -12.6088 13.2563 -32.7319  -0.596
46 C -12.9348 11.1743 -33.6530  0.151
47 C -14.3145 11.2972 -33.5281  -0.507
48 C -15.1121 10.2718 -33.9693  -0.478
49 C -14.5546 9.1035 -34.4708  -0.397
50 C -13.1721 8.9570 -34.4725  -0.101
51 C -12.3511 9.9998 -34.0958  -0.731
52 H -14.6926 12.2389 -33.1526  0.473
53 H -16.1885 10.3840 -33.9460  0.376
54 H -15.1767 8.2778 -34.7909  0.381
55 H -12.6625 8.0914 -34.8699  0.407
56 H -11.2775 9.9104 -34.0586  0.599
57 Br -10.5723 4.0774 -32.8500  -0.193
58 C -12.1586 3.8840 -33.9558  -0.621
59 C -12.8223 5.2314 -34.2229  -0.494
60 Br -14.6840 4.8608 -34.6756  -0.103
61 H -12.8449 3.2412 -33.4088  0.394
62 H -11.8470 3.3341 -34.8366  0.378
63 H -12.3761 5.7067 -35.0907  0.196
64 H -12.7730 5.8882 -33.3634  0.526

The calculation puts the total energy at -6973.76464 Eh. The value obtained for the highest occupied orbital energy is -10.24 eV. The molar mass is 680.3 g mol⁻¹.



[3]
ORCA calculation (wB97M-V/def2-TZVPD) on a 2-piece molecular cluster, CH8N2S overall.

Last column: Mulliken spin population.
Element x y z (Å)
1 S 0.8962 0.5746 -2.2204  0.103
2 H 0.0738 1.2932 -1.4299  -0.004
3 H 1.7558 1.5804 -2.2602  -0.002
4 N -0.8692 0.7304 1.4038  0.075
5 C -0.1106 -0.5014 1.5216  0.020
6 N -0.9212 -1.7397 1.5760  0.704
7 H -0.5355 1.1930 0.5735  0.000
8 H -0.5531 1.2611 2.2112  0.011
9 H 0.7348 -0.6020 2.1953  0.031
10 H 0.3615 -0.6439 0.5113  0.069
11 H -1.8921 -1.3827 1.5066  -0.011
12 H -1.0073 -2.0967 2.5376  0.004

Its spin multiplicity is 2. The calculation puts the total energy at -550.20486 Eh. The value obtained for the highest occupied orbital energy (spin up / spin down) is -13.91 / -13.45 eV. The charge is +1. The molar mass is 80.2 g mol⁻¹.



[4]
ORCA calculation (wB97M-V/def2-TZVPD) on C3HLiO4V as an isolated structure.

Last column: Mulliken spin population.
Element x y z (Å)
1 O 1.9319 0.7984 0.0295  -0.001
2 C 1.7316 -0.5428 0.1868  -0.005
3 O 0.4602 -0.8762 0.1407  0.010
4 O 2.6274 -1.3031 -0.0474  0.006
5 V 0.2749 2.0004 0.0192  3.050
6 C -0.5191 0.1280 0.1291  -0.029
7 C -1.7801 -0.1704 0.1789  -0.043
8 O -2.9575 -0.2846 0.2351  0.012
9 Li -4.6296 -0.6528 -0.5692  0.000
10 H 2.8603 0.9030 -0.3027  0.000

Its spin multiplicity is 4. The calculation puts the total energy at -1366.71014 Eh. The value obtained for the highest occupied orbital energy (spin up / spin down) is -16.89 / -17.19 eV. The charge is +2. The molar mass is 158.9 g mol⁻¹.



[5]
ORCA calculation (wB97M-V/def2-TZVPD) on C8H8N4O4PdS as an isolated structure.

Last column: Mulliken charge in e.
Element x y z (Å)
1 Pd -0.1463 -0.1287 0.0107  0.742
2 O 0.1171 4.1784 -0.0031  -0.678
3 C -0.1372 2.9866 -0.0036  0.231
4 O 0.6700 2.0019 -0.0078  -0.619
5 C -1.5924 2.5426 -0.0006  0.263
6 C -2.6711 3.4080 -0.0013  -0.471
7 C -3.9534 2.8747 -0.0007  -0.215
8 C -4.1265 1.4973 -0.0009  -0.445
9 C -2.9999 0.7009 0.0001  0.343
10 N -1.7859 1.2270 0.0003  -0.275
11 C -3.0059 -0.8047 0.0002  0.392
12 O -4.0509 -1.4104 0.0001  -0.637
13 O -1.8138 -1.3250 -0.0003  -0.655
14 H -2.4744 4.4707 -0.0019  0.507
15 H -4.8148 3.5298 0.0000  0.427
16 H -5.0950 1.0175 -0.0011  0.494
17 N 2.3970 0.1101 -0.0117  -0.330
18 N 3.1351 -1.0549 -0.0320  -0.283
19 C 2.4962 -2.2348 -0.0199  0.669
20 N 3.2717 -3.3320 -0.0624  -0.414
21 S 0.8180 -2.3816 0.0267  -0.259
22 H 2.4883 0.6714 -0.8505  0.298
23 H 2.5808 0.6910 0.7973  0.282
24 H 4.1380 -1.0217 -0.1532  0.224
25 H 4.2622 -3.2896 0.1062  0.200
26 H 2.8122 -4.2223 0.0134  0.210

The calculation puts the total energy at -1355.73006 Eh. The value obtained for the highest occupied orbital energy is -8.78 eV. The molar mass is 362.7 g mol⁻¹.



[6]
ORCA calculation (wB97M-V/def2-TZVPD) on a 2-piece molecular cluster, C5H8O2 overall.

Last column: Mulliken charge in e.
Element x y z (Å)
1 C 1.8769 -0.9720 -0.2922  -0.981
2 C 0.8938 -0.9500 0.5951  0.020
3 O 0.7091 0.1184 1.4358  -0.433
4 C -0.5728 0.6931 1.2278  -0.303
5 C -0.9947 1.2891 -0.0817  -0.405
6 C -1.4779 0.1265 0.2348  0.210
7 O -2.2756 -0.9104 -0.0315  -0.488
8 H 2.5823 -0.1484 -0.3259  0.478
9 H 1.9813 -1.7791 -1.0070  0.276
10 H 0.1728 -1.7623 0.7057  0.367
11 H -0.9046 1.1517 2.1587  0.408
12 H -1.0062 2.1744 -0.6936  0.506
13 H -2.7088 -0.7275 -0.8778  0.322
14 H 1.1234 0.5861 -1.5516  0.162
15 H 0.6008 1.1104 -1.4968  -0.139

The calculation puts the total energy at -345.61176 Eh. The value obtained for the highest occupied orbital energy is -9.01 eV. The molar mass is 100.1 g mol⁻¹.



- Among the records above, which one has the lowest molar mass?
  CH8N2S